{
  "formula": "C46H55N5OP2PtS3",
  "method": "wB97M-V/def2-TZVPD",
  "homo_lumo_gap_ev": [7.14, 7.14],
  "de_lowest_kcal_mol": 92.0,
  "homo_energy_ev": [-12.0, -12.0],
  "total_charge": 2,
  "multiplicity": 1,
  "energy_ha": -4130.754503,
  "species": ["Pt", "N", "S", "N", "S", "N", "S", "N", "C", "C", "C", "C", "C", "C", "C", "C", "C", "C", "C", "C", "C", "C", "C", "C", "C", "C", "C", "C", "C", "C", "C", "C", "C", "C", "C", "C", "C", "C", "C", "C", "C", "C", "C", "C", "H", "H", "H", "H", "H", "H", "H", "H", "H", "H", "H", "H", "H", "H", "H", "H", "H", "H", "H", "H", "H", "H", "H", "H", "H", "H", "H", "H", "H", "H", "C", "P", "C", "C", "C", "P", "C", "C", "H", "H", "H", "H", "H", "H", "H", "H", "H", "H", "H", "H", "H", "H", "H", "H", "C", "N", "C", "C", "C", "O", "H", "H", "H", "H", "H", "H", "H", "H", "H"],
  "xyz": [[-1.91295, 1.26021, 0.08253], [-0.03005, 0.94941, 0.89993], [1.37385, 1.05081, 0.46193], [2.11155, -0.21109, -0.31117], [1.85195, -1.68739, -0.66837], [0.42965, -2.21989, -0.95867], [-0.93505, -2.37699, -0.07047], [-1.80495, -1.18569, 0.02313], [-0.32385, -3.08869, 1.48023], [-0.43585, -4.43759, 1.76223], [0.09995, -4.91959, 2.94583], [0.75845, -4.06159, 3.81223], [0.86875, -2.71159, 3.51353], [0.31275, -2.21839, 2.34613], [-1.69305, -3.76619, -0.95017], [-1.16745, -4.21319, -2.14817], [-1.81625, -5.22529, -2.83807], [-2.98465, -5.77349, -2.33487], [-3.50515, -5.31859, -1.13367], [-2.85805, -4.31409, -0.43557], [2.64575, -1.99839, -2.24777], [3.92695, -2.52259, -2.30727], [4.47235, -2.83019, -3.54427], [3.74115, -2.61239, -4.70137], [2.46585, -2.07169, -4.63157], [1.91295, -1.76149, -3.40087], [2.70715, -2.75589, 0.49783], [2.47015, -4.11719, 0.42573], [3.13545, -4.95919, 1.29913], [4.03465, -4.43599, 2.21663], [4.26865, -3.07069, 2.27113], [3.59895, -2.22029, 1.40743], [1.96805, 2.37681, -0.61577], [2.10995, 2.15541, -1.97077], [2.64385, 3.15621, -2.76677], [3.00455, 4.37111, -2.20727], [2.82735, 4.59191, -0.85027], [2.31775, 3.58681, -0.04447], [2.41185, 1.19701, 1.93963], [3.79025, 1.28991, 1.83473], [4.55025, 1.34491, 2.99413], [3.93215, 1.31561, 4.23553], [2.55095, 1.24041, 4.32803], [1.78665, 1.18101, 3.17403], [-0.93355, -5.10859, 1.07953], [0.00375, -5.96669, 3.18713], [1.17535, -4.44419, 4.73003], [1.38405, -2.04419, 4.18693], [0.35175, -1.16859, 2.08993], [-0.25985, -3.76399, -2.52027], [-1.41575, -5.58739, -3.77197], [-3.48345, -6.56079, -2.87657], [-4.41545, -5.74599, -0.74517], [-3.24755, -3.96459, 0.50693], [4.48845, -2.70299, -1.40307], [5.46525, -3.24839, -3.60437], [4.16155, -2.87289, -5.66007], [1.89935, -1.90059, -5.53367], [0.91425, -1.36089, -3.31537], [1.77695, -4.49889, -0.30797], [2.95635, -6.02139, 1.25893], [4.55995, -5.09829, 2.88683], [4.97555, -2.66859, 2.97983], [3.76325, -1.15459, 1.42433], [1.82575, 1.20271, -2.38957], [2.78865, 2.98351, -3.82177], [3.42935, 5.14691, -2.82677], [3.10755, 5.54201, -0.42097], [2.20415, 3.73671, 1.01913], [4.25955, 1.32241, 0.86273], [5.62595, 1.41251, 2.93323], [4.52775, 1.35431, 5.13523], [2.07055, 1.23261, 5.29443], [0.70925, 1.12741, 3.20743], [-4.67235, 3.25531, 1.42273], [-3.73925, 2.89421, -0.12007], [-3.70405, 4.51781, -0.97497], [-5.01125, 2.03411, -1.14007], [-5.35195, 0.69371, -0.51487], [-3.76295, -0.31609, -0.27997], [-4.37465, -1.31479, 1.12933], [-3.94235, -1.34199, -1.79237], [-4.73455, 2.35611, 2.03393], [-5.67465, 3.61031, 1.18723], [-4.15575, 4.01741, 2.00103], [-4.71695, 4.84461, -1.20487], [-3.14195, 4.40631, -1.90027], [-3.21125, 5.26311, -0.35637], [-4.58375, 1.89321, -2.13777], [-5.89335, 2.67431, -1.23657], [-6.04575, 0.13271, -1.14477], [-5.82975, 0.85391, 0.45273], [-5.19475, -1.94209, 0.78613], [-4.73975, -0.64539, 1.90513], [-3.58095, -1.92129, 1.54773], [-4.66735, -2.12979, -1.59807], [-2.99735, -1.78589, -2.08467], [-4.30825, -0.71119, -2.60117], [-0.37735, 6.74901, 0.46363], [-0.46545, 5.59711, -0.40807], [-0.32035, 5.85141, -1.82667], [-0.69375, 4.35541, 0.03803], [-0.89075, 4.19201, 1.52333], [-0.75625, 3.39411, -0.73907], [-0.35345, 7.65051, -0.14337], [0.52655, 6.72181, 1.07353], [-1.23795, 6.81581, 1.12973], [0.64105, 6.32291, -2.03367], [-1.11885, 6.51381, -2.16647], [-0.37685, 4.90451, -2.35877], [0.00295, 4.48661, 2.06713], [-1.10895, 3.13931, 1.72683], [-1.71715, 4.80591, 1.87623]],
  "mulliken_charge": [0.605, -0.653, 1.767, -0.489, 2.044, -0.184, 1.039, -0.492, 0.137, -0.509, -0.910, -0.870, -0.561, -0.021, 0.002, -0.413, -0.705, -0.729, -0.999, -0.083, -0.028, -0.322, -0.948, -0.614, -1.026, -0.239, 0.330, -0.566, -0.830, -0.692, -0.683, -0.490, -0.165, -0.531, -0.707, -0.628, -1.032, -0.192, 0.315, -0.529, -0.733, -0.643, -0.794, -0.579, 0.447, 0.479, 0.463, 0.523, 0.449, 0.457, 0.476, 0.434, 0.490, 0.606, 0.530, 0.474, 0.446, 0.473, 0.656, 0.489, 0.501, 0.448, 0.501, 0.430, 0.434, 0.491, 0.465, 0.471, 0.626, 0.497, 0.497, 0.455, 0.534, 0.418, -1.413, 0.740, -1.181, -0.753, -1.180, 2.150, -1.477, -1.302, 0.357, 0.409, 0.408, 0.585, 0.315, 0.310, 0.299, 0.572, 0.526, 0.471, 0.439, 0.474, 0.093, 0.395, 0.026, 0.569, -1.106, 0.757, -1.262, 0.639, -1.581, -0.739, 0.415, 0.299, 0.325, 0.481, 0.418, 0.264, 0.510, 0.101, 0.338]
}



{
  "formula": "C46H56AgAsNPS3",
  "method": "wB97M-V/def2-TZVPD",
  "homo_lumo_gap_ev": 6.33,
  "de_lowest_kcal_mol": 9.7,
  "homo_energy_ev": -6.0,
  "multiplicity": 1,
  "energy_ha": -5759.895389,
  "species": ["Ag", "C", "C", "S", "C", "C", "S", "C", "C", "S", "H", "H", "H", "H", "H", "H", "H", "H", "H", "H", "H", "H", "C", "C", "C", "P", "C", "C", "C", "C", "C", "C", "C", "C", "C", "C", "N", "C", "C", "C", "C", "C", "C", "C", "C", "C", "H", "H", "H", "H", "H", "H", "H", "H", "H", "H", "H", "H", "H", "H", "H", "H", "H", "H", "H", "H", "H", "H", "H", "H", "H", "H", "H", "H", "H", "H", "H", "C", "C", "C", "C", "C", "C", "As", "C", "C", "C", "C", "C", "C", "C", "C", "C", "C", "C", "C", "H", "H", "H", "H", "H", "H", "H", "H", "H", "H", "H", "H", "H"],
  "xyz": [[0.91535, 0.09935, -0.05968], [5.05308, 0.74375, -2.47280], [3.87799, 0.57389, -3.43181], [2.24919, 0.34141, -2.63915], [1.90041, -1.41397, -2.93626], [2.75791, -2.39778, -2.16197], [2.68107, -2.15219, -0.35522], [4.44723, -2.24877, 0.08652], [5.27331, -0.99698, -0.19046], [5.84745, -0.80259, -1.91914], [4.75246, 1.30417, -1.58915], [5.84769, 1.29586, -2.97587], [4.03691, -0.25916, -4.11665], [3.76917, 1.48710, -4.01835], [1.99398, -1.60578, -4.00690], [0.85441, -1.52240, -2.65940], [3.79901, -2.29455, -2.44583], [2.42520, -3.41768, -2.36846], [4.86380, -3.12650, -0.40834], [4.43985, -2.43295, 1.16180], [6.18229, -1.03401, 0.41202], [4.71425, -0.10122, 0.07166], [4.19333, 4.07368, 1.38037], [3.32145, 3.18936, 0.49069], [2.57177, 4.00359, -0.56828], [2.08036, 2.01957, 1.26711], [2.85674, 1.47410, 2.86785], [1.81394, 0.64602, 3.62155], [4.11156, 0.64529, 2.61148], [0.69372, 3.01056, 1.84183], [0.88268, 4.23689, 2.48371], [-0.16342, 5.03396, 2.90777], [0.07037, 6.37626, 3.55349], [-1.45678, 4.55213, 2.68192], [-1.68187, 3.33800, 2.08113], [-0.61958, 2.49369, 1.63959], [-0.83741, 1.28679, 1.08276], [-2.18457, 0.92127, 0.97205], [-2.92372, 1.29551, -0.16301], [-2.23842, 2.08207, -1.24535], [-4.29024, 1.04381, -0.21178], [-4.95529, 0.43428, 0.84209], [-6.44937, 0.24273, 0.81180], [-4.21191, 0.04741, 1.95139], [-2.84533, 0.27315, 2.03138], [-2.06800, -0.09853, 3.26140], [4.99850, 4.50233, 0.77836], [4.64856, 3.51163, 2.19691], [3.62993, 4.90330, 1.80286], [3.99534, 2.50258, -0.03738], [1.92203, 4.73801, -0.09233], [1.94096, 3.34941, -1.17700], [3.26884, 4.52872, -1.22559], [3.10019, 2.36783, 3.45048], [1.48665, -0.18931, 2.99505], [0.93742, 1.24847, 3.85778], [2.22719, 0.24806, 4.55128], [3.83835, -0.27325, 2.08498], [4.58767, 0.36716, 3.55458], [4.84315, 1.18668, 2.00671], [1.89205, 4.57930, 2.67501], [1.12157, 6.50479, 3.81393], [-0.52205, 6.49045, 4.46356], [-0.20959, 7.18924, 2.87792], [-2.30501, 5.15141, 2.99869], [-2.69922, 2.99239, 1.94085], [-2.03968, 3.09952, -0.89817], [-2.84645, 2.12923, -2.14806], [-1.26599, 1.63880, -1.47893], [-4.85508, 1.36324, -1.08337], [-6.81529, 0.17141, -0.21379], [-6.95382, 1.08737, 1.28845], [-6.73612, -0.66188, 1.34767], [-4.71799, -0.42935, 2.78619], [-2.67240, -0.70288, 3.93876], [-1.73989, 0.79967, 3.79101], [-1.16831, -0.65173, 2.98367], [0.84847, -5.96190, -2.19476], [0.27728, -5.13078, -3.14631], [-0.29319, -3.92292, -2.76560], [-0.29219, -3.53098, -1.43058], [0.28977, -4.37193, -0.48489], [0.85188, -5.58121, -0.85973], [-1.10167, -1.84920, -0.77987], [-2.61655, -2.80121, -0.03866], [-2.68981, -3.41735, 1.19619], [-3.83859, -4.11128, 1.54788], [-4.89938, -4.19146, 0.65600], [-4.82402, -3.57936, -0.58564], [-3.68237, -2.87136, -0.94197], [-3.46252, -2.16425, -2.21375], [-4.37648, -2.05772, -3.25484], [-4.05417, -1.33109, -4.39186], [-2.81860, -0.70751, -4.50227], [-1.89374, -0.81812, -3.47130], [-2.21242, -1.54307, -2.33583], [1.28161, -6.90896, -2.49094], [0.27035, -5.42220, -4.18936], [-0.74820, -3.28904, -3.51739], [0.30501, -4.06710, 0.55582], [1.29459, -6.22561, -0.11065], [-1.85953, -3.34833, 1.88993], [-3.91276, -4.58483, 2.51860], [-5.79494, -4.73420, 0.93146], [-5.66157, -3.65191, -1.26855], [-5.34596, -2.53508, -3.18059], [-4.77071, -1.24800, -5.19910], [-2.57838, -0.12785, -5.38429], [-0.93472, -0.31741, -3.55675]],
  "mulliken_charge": [0.068, 0.780, -1.133, 0.295, 0.589, -0.880, 0.193, -1.221, 0.914, -0.191, -1.104, 0.489, 0.416, 0.546, 0.707, -1.623, 0.571, 0.351, 0.514, 0.502, 0.552, -1.199, -1.709, 1.490, -1.503, 0.796, 0.325, -1.527, -1.571, 0.145, -0.209, 0.305, -1.766, -1.172, -0.437, -0.587, 1.602, -1.337, 2.129, -1.739, -0.958, 0.770, -1.919, -1.159, 1.498, -1.555, 0.483, 0.335, 0.321, -0.554, 0.299, 0.302, 0.446, 0.750, 0.013, 0.260, 0.579, 0.082, 0.555, 0.315, 0.024, 0.345, 0.375, 0.318, 0.389, 0.378, 0.339, 0.503, 0.005, 0.352, 0.399, 0.307, 0.406, 0.356, 0.494, 0.275, 0.061, -0.691, -0.673, 0.024, 0.539, -0.372, -0.690, 1.326, 0.246, -0.920, -0.788, -0.894, -0.678, 0.235, 1.176, -0.588, -0.993, -0.641, -0.505, 0.236, 0.388, 0.415, 0.348, 0.315, 0.444, 0.397, 0.460, 0.403, 0.418, 0.414, 0.385, 0.454, 0.255]
}